The following is a DFT calculation (ωB97M-V/def2-TZVPD) of 8 unconnected molecules or ions with the total composition H16O7S in a non-equilibrium geometry.

Structure (XYZ):
```
24
H16O7S | the Open Molecules 2025 dataset | ωB97M-V/def2-TZVPD
S -1.50924 -4.68054 -2.97876
H -2.25357 -3.55358 -2.77304
H -2.59965 -5.36556 -2.61275
H -0.48742 -0.82298 -2.98155
H -1.22926 -0.25504 -1.71809
O -1.33166 -0.74142 -2.53790
H 1.44154 1.63262 -1.09588
H 0.95038 2.06120 -2.39501
O 1.18769 1.24010 -1.94506
H 0.68397 -1.09670 2.87346
H 1.54151 -0.42807 1.86685
O 0.95905 -0.20562 2.62541
H -0.18963 3.31164 2.84513
H 1.07935 2.52814 2.82569
O 0.76882 3.44538 2.72047
H -1.67177 2.59391 0.33189
H -0.36552 3.17622 0.89259
O -0.90269 3.11939 0.09584
H 4.54946 -0.03064 1.61740
H 3.58045 -0.95466 0.71670
O 3.76639 -0.07115 1.07245
H -2.17837 1.78990 3.75440
H -0.78416 1.39604 3.06335
O -1.61192 1.88167 2.97950
```

Values from the calculation:
charge: 0
Kohn-Sham gap: 9.5 eV
E_tot: -25427.234 eV
SMILES: O.O.O.O.O.O.O.S
LUMO: -0.042 eV
ΔE to the lowest compared entry with this formula, charge and spin: 37.7 kcal per mole
E_HOMO: -0.3504 Ha